Entry 1:
The following is a DFT calculation (wB97M-V/def2-TZVPD) of a structure of composition C27H28N2ScSi at a distorted geometry.

Values from the calculation:
ΔE to the lowest compared entry with this formula, charge and spin   54.9 kcal/mol
HOMO energy   -9.636 eV
DFT total energy   -2205.1208 hartree
HOMO-LUMO gap   5.31 eV
F_max   3.12 eV/A

```
! wB97M-V def2-TZVPD RIJCOSX def2/J DEFGRID3
* xyz 1 1
H -0.89 2.80 -0.38
C -2.96 2.04 -3.04
C -2.52 2.75 -4.17
C -2.00 1.70 2.59
H 2.72 -1.81 5.13
Sc -1.06 0.07 1.18
H -0.10 0.63 -0.51
H 3.83 -2.85 -4.53
H 4.78 1.32 -4.00
H 1.09 2.32 1.39
C -0.81 -1.35 -1.09
H 1.63 -2.50 -3.37
H -3.14 3.55 -4.56
C -0.86 0.78 -3.03
H -3.26 -1.74 4.76
C -0.15 -1.58 3.30
C 4.43 -0.78 -4.40
H 0.49 1.14 -4.67
C 4.09 0.48 -3.90
H 3.70 -1.22 2.86
C -2.17 -1.75 4.70
C -2.15 1.02 -2.51
C -2.27 2.10 1.24
H 0.68 -2.06 6.58
C -1.57 -1.63 3.46
C 2.63 -1.30 3.02
C 2.85 0.67 -3.28
H -1.83 -2.02 6.82
C 2.08 -1.64 4.26
H -3.26 2.21 0.78
H -0.05 1.53 3.71
C 2.33 -1.67 -3.51
H -0.99 2.90 -5.69
C -1.03 2.40 0.62
H 2.53 1.68 -3.02
C 3.56 -1.86 -4.17
H 1.15 1.30 -1.55
N -2.38 -1.38 2.29
C -1.34 -1.91 5.85
H -2.74 1.49 3.36
H -1.28 -1.71 -2.04
C -0.58 1.73 2.79
H -0.34 -2.22 -0.59
C 2.00 -0.43 -2.98
C 0.68 -1.75 4.44
C -1.31 2.39 -4.78
C -0.48 1.41 -4.22
H -3.91 2.27 -2.54
C 0.04 -1.93 5.70
H 5.39 -0.93 -4.92
C 0.02 2.14 1.56
N 0.39 -1.21 2.09
H -3.33 -1.06 2.52
H -2.51 0.44 -1.66
H -2.46 -2.20 1.67
H 2.11 -0.81 0.96
C 1.74 -1.08 1.95
H -1.67 -0.92 -0.50
Si 0.47 0.03 -1.96
*
```

Mulliken analysis output, partial charges in e: number 1, H, carries 0.549; number 2, C, carries -0.630; number 3, C, carries -0.557; number 4, C, carries -0.563; number 5, H, carries 0.436; number 6, Sc, carries -0.523; number 7, H, carries 0.381; number 8, H, carries 0.377; number 9, H, carries 0.355; number 10, H, carries 0.515; number 11, C, carries -1.214; number 12, H, carries 0.335; number 13, H, carries 0.387; number 14, C, carries 0.703; number 15, H, carries 0.384; number 16, C, carries 0.684; number 17, C, carries -0.387; number 18, H, carries 0.367; number 19, C, carries -0.695; number 20, H, carries 0.463; number 21, C, carries -0.655; number 22, C, carries -0.166; number 23, C, carries -0.657; number 24, H, carries 0.391; number 25, C, carries 0.227; number 26, C, carries -0.952; number 27, C, carries -0.274; number 28, H, carries 0.414; number 29, C, carries -0.534; number 30, H, carries 0.518; number 31, H, carries 0.588; number 32, C, carries -0.507; number 33, H, carries 0.387; number 34, C, carries -0.330; number 35, H, carries 0.397; number 36, C, carries -0.545; number 37, H, carries -0.301; number 38, N, carries -0.259; number 39, C, carries -0.764; number 40, H, carries 0.630; number 41, H, carries 0.612; number 42, C, carries -0.413; number 43, H, carries 0.414; number 44, C, carries 0.216; number 45, C, carries 0.875; number 46, C, carries -0.557; number 47, C, carries -0.585; number 48, H, carries 0.369; number 49, C, carries -0.882; number 50, H, carries 0.374; number 51, C, carries -0.485; number 52, N, carries 0.040; number 53, H, carries 0.338; number 54, H, carries 0.116; number 55, H, carries 0.339; number 56, H, carries 0.452; number 57, C, carries -0.042; number 58, H, carries 0.069; number 59, Si, carries 0.775

Entry 2:
The following is a DFT calculation (wB97M-V/def2-TZVPD) of a cluster of 2 separate species, C27H28N4O4S2 in total at a distorted geometry.

Values from the calculation:
HOMO energy   -8.075 eV
DFT total energy   -2361.8890 hartree
HOMO-LUMO gap   7.81 eV
F_max   2.25 eV/A
SMILES   C=C(S(=O)(=O)c1ccccc1)S(=O)(=O)c1ccccc1.c1ccc(-c2cn(C[C@@H]3CCCN3)nn2)cc1

```
! wB97M-V def2-TZVPD RIJCOSX def2/J DEFGRID3
* xyz 0 1
C -3.28 -0.96 -5.64
C 0.54 2.61 2.64
C -1.65 -1.13 -7.92
H 2.65 -3.43 5.54
H 0.46 -2.57 2.57
C 3.30 -3.56 3.48
H 1.79 1.06 -2.50
H 4.03 -3.36 1.45
H -1.21 3.43 1.20
C -3.05 -1.27 -8.04
S -0.25 0.17 2.03
C 2.94 -0.81 3.40
O 3.48 1.47 2.24
H 2.08 3.84 -1.44
O 0.44 -0.57 0.99
O -1.46 0.91 1.74
C -0.86 3.55 0.18
C 2.88 -2.88 4.62
H 2.07 2.77 -0.01
H -3.50 -1.44 -9.02
O 2.75 1.44 4.66
N -1.49 0.52 -2.25
C 3.64 -2.85 2.33
H 3.38 -4.65 3.48
C -2.34 -3.00 4.47
H 1.10 0.43 -0.93
H 0.88 4.57 1.03
C -1.16 -3.32 3.79
H 3.73 -0.88 1.40
H -3.88 -0.88 -4.74
H -3.58 -1.39 5.21
H 0.00 -0.79 -6.57
H 0.35 5.22 -0.55
C 2.73 -1.49 4.60
C 0.44 2.40 -1.39
C -0.83 -1.00 3.25
C 0.48 4.31 0.05
C -2.69 -1.65 4.64
H -1.31 1.64 -0.58
C -1.89 -0.78 -5.52
H 1.29 3.41 2.72
N -0.54 2.26 -0.35
C -3.86 -1.20 -6.89
C -0.42 -2.33 3.15
C -1.91 -0.64 4.06
H 0.85 -0.23 -4.39
H 2.43 -0.93 5.48
H -1.02 -1.20 -8.81
H -4.94 -1.31 -6.97
H -1.63 4.09 -0.41
N -0.16 0.42 -2.61
C 0.92 1.33 2.75
C -0.08 -0.11 -3.85
H -0.85 -4.36 3.72
H 0.05 2.97 -2.26
H -0.52 2.84 2.82
C -1.07 -0.91 -6.68
H -2.16 0.41 4.20
H -2.98 -3.79 4.88
C 3.47 -1.46 2.28
C 0.91 1.03 -1.84
C -1.38 -0.35 -4.25
N -2.21 0.05 -3.22
C 1.44 3.34 -0.71
S 2.63 0.96 3.30
*
```

Mulliken analysis output, partial charges in e: number 1, C, carries -0.383; number 2, C, carries -1.170; number 3, C, carries -0.568; number 4, H, carries 0.425; number 5, H, carries 0.451; number 6, C, carries -0.485; number 7, H, carries 0.298; number 8, H, carries 0.386; number 9, H, carries 0.134; number 10, C, carries -0.392; number 11, S, carries 1.520; number 12, C, carries 0.124; number 13, O, carries -0.639; number 14, H, carries 0.434; number 15, O, carries -0.756; number 16, O, carries -0.698; number 17, C, carries -0.788; number 18, C, carries -0.524; number 19, H, carries 0.097; number 20, H, carries 0.350; number 21, O, carries -0.718; number 22, N, carries -0.138; number 23, C, carries -0.538; number 24, H, carries 0.383; number 25, C, carries -0.423; number 26, H, carries -0.237; number 27, H, carries 0.222; number 28, C, carries -0.803; number 29, H, carries 0.399; number 30, H, carries 0.421; number 31, H, carries 0.372; number 32, H, carries 0.229; number 33, H, carries 0.378; number 34, C, carries -0.352; number 35, C, carries 0.076; number 36, C, carries 0.275; number 37, C, carries -0.613; number 38, C, carries -0.672; number 39, H, carries 0.393; number 40, C, carries 0.554; number 41, H, carries 0.485; number 42, N, carries 0.260; number 43, C, carries -0.484; number 44, C, carries -0.143; number 45, C, carries -0.489; number 46, H, carries 0.351; number 47, H, carries 0.439; number 48, H, carries 0.356; number 49, H, carries 0.359; number 50, H, carries 0.417; number 51, N, carries 0.685; number 52, C, carries 0.139; number 53, C, carries -0.090; number 54, H, carries 0.401; number 55, H, carries 0.233; number 56, H, carries 0.488; number 57, C, carries -0.441; number 58, H, carries 0.383; number 59, H, carries 0.380; number 60, C, carries -0.265; number 61, C, carries -0.521; number 62, C, carries 0.033; number 63, N, carries -0.924; number 64, C, carries -0.482; number 65, S, carries 1.408

Entry 3:
The following is a DFT calculation (wB97M-V/def2-TZVPD) of a structure of composition C27H28N5O4PdSe2 at a distorted geometry.

Values from the calculation:
ΔE to the lowest compared entry with this formula, charge and spin   12.8 kcal/mol
HOMO energy (spin up / spin down)   -9.372 / -9.340 eV
DFT total energy   -6550.9402 hartree
HOMO-LUMO gap (spin up / spin down)   5.98 / 4.93 eV
F_max   2.60 eV/A

```
! wB97M-V def2-TZVPD RIJCOSX def2/J DEFGRID3
* xyz 1 3
C -1.84 4.40 0.81
H 0.23 2.97 -1.26
H -1.70 6.32 1.74
H -2.34 0.50 -0.88
H -1.90 0.60 3.03
C -0.88 -1.40 0.36
C -0.16 3.75 -0.62
H 4.65 -5.92 -0.81
O -1.58 -0.71 1.19
C 0.53 -1.13 -1.79
C 2.10 -4.88 -1.34
C 0.76 -0.42 -2.99
O 0.52 1.50 1.11
C 4.43 -4.09 -1.92
H 0.18 1.17 -4.28
C 2.47 1.04 3.98
H 2.41 -5.84 -1.76
H 0.12 0.94 4.16
H 4.55 -6.14 -2.56
N 1.31 -2.19 -1.43
Se -4.45 2.95 -0.31
H 1.99 -5.00 -0.26
H 6.03 -5.51 -1.84
H 3.55 0.95 3.96
C -0.03 0.64 -3.36
C -0.03 5.88 0.43
O 2.07 1.14 2.61
C 5.30 -3.07 -2.30
H 3.21 -0.42 -2.13
C -1.11 1.03 -2.58
H 2.05 0.16 4.47
H 1.11 -4.65 -1.74
C -6.36 0.97 0.57
N -1.32 3.48 0.00
C 0.51 4.94 -0.44
C -6.71 -0.20 1.24
H -1.76 1.85 -2.88
C -5.03 1.34 0.58
H -3.60 -1.05 2.27
C 0.81 1.35 2.28
H 0.89 -2.73 -0.68
C -1.38 0.32 -1.42
C -4.42 -0.48 1.83
C 4.95 -5.49 -1.77
H -1.92 2.19 3.54
C 3.08 -3.80 -1.68
C -5.73 -0.93 1.88
H 2.19 1.94 4.54
O -0.49 -2.54 0.59
H 1.55 -0.75 -3.64
H -7.09 1.57 0.05
H 6.33 -3.30 -2.51
C 3.54 -1.45 -2.13
N -1.45 1.51 2.95
C 4.85 -1.76 -2.41
C -1.23 5.61 1.07
Pd -1.84 1.39 0.59
C -0.57 -0.74 -0.98
N -0.10 1.42 3.30
H 0.47 6.83 0.59
H 5.54 -0.98 -2.69
Se -3.57 4.00 1.56
H -7.74 -0.52 1.26
H -5.96 -1.84 2.41
C 2.64 -2.46 -1.77
H 1.43 5.12 -0.97
N -4.07 0.64 1.19
*
```

Mulliken analysis output, partial charges in e: number 1, C, carries 0.460; number 2, H, carries 0.260; number 3, H, carries 0.441; number 4, H, carries 0.552; number 5, H, carries 0.242; number 6, C, carries 0.535; number 7, C, carries -0.108; number 8, H, carries 0.351; number 9, O, carries -0.415; number 10, C, carries -0.089; number 11, C, carries -1.643; number 12, C, carries -0.585; number 13, O, carries -0.251; number 14, C, carries 1.060; number 15, H, carries 0.428; number 16, C, carries -0.876; number 17, H, carries 0.439; number 18, H, carries 0.269; number 19, H, carries 0.349; number 20, N, carries -0.140; number 21, Se, carries -0.002; number 22, H, carries 0.314; number 23, H, carries 0.398; number 24, H, carries 0.264; number 25, C, carries -0.778; number 26, C, carries -0.368; number 27, O, carries -0.295; number 28, C, carries -0.853; number 29, H, carries 0.606; number 30, C, carries -0.725; number 31, H, carries 0.343; number 32, H, carries 0.415; number 33, C, carries -0.774; number 34, N, carries 0.211; number 35, C, carries -0.795; number 36, C, carries -0.128; number 37, H, carries 0.504; number 38, C, carries 0.274; number 39, H, carries 0.456; number 40, C, carries 0.451; number 41, H, carries 0.447; number 42, C, carries -0.189; number 43, C, carries -0.392; number 44, C, carries -1.595; number 45, H, carries 0.312; number 46, C, carries 0.686; number 47, C, carries -0.906; number 48, H, carries 0.367; number 49, O, carries -0.807; number 50, H, carries 0.667; number 51, H, carries 0.444; number 52, H, carries 0.357; number 53, C, carries -0.753; number 54, N, carries -0.291; number 55, C, carries -0.979; number 56, C, carries -0.736; number 57, Pd, carries 0.228; number 58, C, carries 0.759; number 59, N, carries -0.149; number 60, H, carries 0.428; number 61, H, carries 0.392; number 62, Se, carries -0.032; number 63, H, carries 0.425; number 64, H, carries 0.429; number 65, C, carries 0.240; number 66, H, carries 0.467; number 67, N, carries 0.387